This record from OMol25 describes a molecular structure, C16H20F5N3OPdTe. The level of theory is ωB97M-V/def2-TZVPD.

Geometry as ORCA input:
```
! wB97M-V def2-TZVPD RIJCOSX def2/J DEFGRID3
* xyz 0 1
Pd 0.772 0.644 -0.634
C 2.124 2.473 1.308
N 0.773 2.059 0.892
C -0.002 3.213 0.378
C 0.074 1.364 1.986
C -0.491 2.058 3.037
C -1.248 1.385 3.985
C -1.450 0.021 3.831
C -0.855 -0.682 2.793
C -0.021 -0.027 1.884
N 0.716 -0.614 0.851
C 0.620 -1.945 0.437
C 0.527 -3.046 1.293
C 0.395 -4.325 0.776
C 0.380 -4.546 -0.595
C 0.556 -3.469 -1.450
C 0.692 -2.193 -0.933
N 1.021 -1.049 -1.794
C 0.231 -0.983 -3.041
C 2.471 -1.086 -2.099
H 2.060 3.185 2.136
H 2.632 2.946 0.469
H 2.684 1.598 1.627
H -0.045 4.020 1.113
H -1.006 2.886 0.131
H 0.484 3.589 -0.521
H -0.381 3.134 3.098
H -1.702 1.925 4.805
H -2.094 -0.511 4.520
H -1.066 -1.733 2.673
H 0.577 -2.898 2.362
H 0.303 -5.160 1.459
H 0.254 -5.543 -0.995
H 0.594 -3.628 -2.520
H 0.518 -1.783 -3.728
H 0.413 -0.025 -3.523
H -0.824 -1.050 -2.797
H 2.712 -1.986 -2.671
H 3.033 -1.092 -1.170
H 2.738 -0.210 -2.688
F -1.973 1.536 -4.042
Te -2.675 1.821 -2.338
F -3.703 0.287 -2.517
F -3.584 2.257 -0.777
F -4.057 2.684 -3.214
F -1.855 3.500 -2.298
O -1.321 0.996 -1.500
*
```

E   -47794.4697 eV
HOMO-LUMO gap (spin up / spin down)   6.86 / 6.86 eV
ΔE to the lowest compared entry with this formula, charge and spin   1.399 eV

Mulliken charges in e: atom 1 (Pd): 0.374, atom 2 (C): -0.971, atom 3 (N): 0.349, atom 4 (C): -1.061, atom 5 (C): 0.502, atom 6 (C): -0.311, atom 7 (C): -0.866, atom 8 (C): -0.814, atom 9 (C): -0.926, atom 10 (C): 0.496, atom 11 (N): -0.001, atom 12 (C): -0.017, atom 13 (C): -0.703, atom 14 (C): -0.704, atom 15 (C): -0.889, atom 16 (C): -0.260, atom 17 (C): 0.660, atom 18 (N): 0.256, atom 19 (C): -1.114, atom 20 (C): -0.910, atom 21 (H): 0.342, atom 22 (H): 0.338, atom 23 (H): 0.251, atom 24 (H): 0.434, atom 25 (H): 0.412, atom 26 (H): 0.293, atom 27 (H): 0.336, atom 28 (H): 0.385, atom 29 (H): 0.398, atom 30 (H): 0.641, atom 31 (H): 0.738, atom 32 (H): 0.392, atom 33 (H): 0.394, atom 34 (H): 0.324, atom 35 (H): 0.375, atom 36 (H): 0.315, atom 37 (H): 0.396, atom 38 (H): 0.381, atom 39 (H): 0.295, atom 40 (H): 0.361, atom 41 (F): -0.432, atom 42 (Te): 1.897, atom 43 (F): -0.412, atom 44 (F): -0.418, atom 45 (F): -0.379, atom 46 (F): -0.435, atom 47 (O): -0.714